142
Properties=species:S:1:pos:R:3:forces:R:3 method="wB97M-V/def2-TZVPD" e_tot_ev=-146304.8526 charge=-2 de_lowest_kj_mol=0.0 homo_energy_ev=-3.6
In -0.55404 0.11311 0.64219 -0.715 -0.240 0.198
C 4.32780 3.85954 -1.51343 -0.026 -0.008 0.021
C 2.92880 4.23313 -1.02852 0.012 -0.010 0.024
N 2.71125 3.93802 0.38445 0.054 -0.003 -0.021
C 3.45529 4.78272 1.31561 -0.008 -0.009 0.009
C 2.65401 6.00430 1.74805 -0.004 -0.020 0.000
C 1.78068 3.09906 0.89998 -0.195 0.099 -0.066
S 0.75722 2.20515 -0.28183 -0.001 0.454 0.160
N 1.68588 3.06034 2.19179 0.055 -0.077 -0.011
C 0.71856 2.39840 2.89734 -0.080 0.112 -0.040
O -0.42487 2.19386 2.51799 -0.044 -0.119 -0.116
C 1.13025 2.01286 4.28353 0.001 -0.017 0.006
C 2.19239 2.63555 4.93123 0.018 -0.027 0.011
C 2.54658 2.24846 6.21421 0.004 -0.021 -0.002
C 1.85051 1.22633 6.84646 0.017 0.021 0.005
C 0.79261 0.60238 6.19988 -0.017 -0.021 -0.001
C 0.42416 1.00147 4.92510 0.024 -0.014 -0.007
H 4.35479 3.87819 -2.60351 0.004 0.046 -0.003
H 4.59048 2.85176 -1.19860 -0.017 -0.039 0.004
H 5.08566 4.55278 -1.14311 0.003 -0.015 -0.016
H 2.17233 3.72319 -1.61698 0.010 -0.044 0.011
H 2.77046 5.30900 -1.16491 -0.052 0.001 -0.041
H 4.37484 5.08361 0.81363 -0.002 0.004 0.018
H 3.71836 4.18219 2.18454 0.043 0.004 -0.018
H 2.35276 6.60084 0.88465 0.007 0.009 0.001
H 3.24982 6.63696 2.40878 0.002 0.005 -0.003
H 1.75768 5.69215 2.28252 0.005 0.004 -0.002
H 2.73374 3.42034 4.41975 0.001 -0.016 -0.009
H 3.37563 2.73336 6.71512 -0.009 0.005 0.010
H 2.13682 0.91349 7.84344 0.004 -0.008 -0.003
H 0.25669 -0.20469 6.68234 0.003 -0.001 0.005
H -0.39309 0.51812 4.40704 -0.009 -0.008 -0.037
O -6.76045 2.91872 2.98677 0.021 0.004 0.009
C -5.89569 3.60194 2.40814 -0.028 -0.006 -0.023
O -5.84269 4.83031 2.19917 0.001 -0.014 -0.005
C -4.69389 2.79606 1.84613 -0.020 0.049 0.017
C -3.71794 3.42050 1.08144 0.030 0.013 -0.069
C -2.65534 2.68722 0.59058 -0.070 0.068 -0.123
N -2.51715 1.38618 0.83412 0.254 0.089 0.303
C -3.45652 0.77278 1.56082 -0.039 -0.054 -0.133
C -4.55895 1.43215 2.07034 -0.066 -0.067 -0.080
C -3.23312 -0.70637 1.75654 -0.012 -0.104 0.102
O -4.17796 -1.45710 1.95535 0.027 0.037 0.032
O -1.99771 -1.07895 1.68636 0.191 0.000 -0.024
H -3.81222 4.48133 0.89438 -0.001 0.009 -0.027
H -1.88753 3.13720 -0.02596 0.050 0.040 0.032
H -5.31251 0.90143 2.63462 0.015 -0.010 -0.005
C -0.53334 -4.10193 -1.28831 -0.019 0.056 0.011
S -1.12308 -2.96966 -0.02575 0.309 -0.083 -0.030
O 0.11107 -2.11227 0.21776 -0.267 0.026 -0.073
C -1.19372 -4.11369 1.33828 -0.065 0.006 0.003
C -0.04058 -4.70076 1.83461 0.007 -0.075 -0.031
C -0.13768 -5.56851 2.90903 0.051 0.014 0.000
C -1.37880 -5.83101 3.47889 -0.021 0.010 0.005
C -2.52249 -5.22076 2.98518 0.022 -0.028 0.010
C -2.43353 -4.34499 1.91110 0.018 0.036 -0.028
H 0.40270 -4.55420 -0.96279 0.001 -0.004 -0.001
H -0.37348 -3.49085 -2.17623 0.002 -0.003 0.003
H -1.29657 -4.85724 -1.47378 0.008 -0.016 0.010
H 0.92084 -4.47087 1.39102 0.022 0.021 0.006
H 0.75792 -6.02693 3.30978 0.017 -0.004 -0.009
H -1.44884 -6.50073 4.32754 0.001 -0.003 0.000
H -3.48322 -5.40287 3.44930 0.001 0.009 0.009
H -3.30029 -3.80122 1.55509 -0.017 0.025 0.035
I 2.45612 0.63560 -1.33161 0.812 -0.172 -0.471
I 4.57774 -0.95911 -2.74264 -0.114 0.108 0.018
C 4.34632 -5.66143 -1.30915 0.040 0.027 0.036
C 4.20330 -5.63487 0.19257 0.028 -0.001 -0.029
C 4.45341 -6.79859 0.91554 -0.024 -0.003 0.022
C 4.29215 -6.83778 2.29087 0.007 0.006 0.003
C 3.87445 -5.69799 2.95750 -0.013 -0.011 0.007
C 3.63216 -4.52248 2.25623 0.003 -0.029 -0.014
N 3.15526 -3.39448 2.98021 0.047 -0.120 0.052
C 3.82177 -2.17664 2.92041 0.047 -0.054 0.078
C 5.21935 -2.14261 2.98720 -0.011 -0.030 0.017
C 5.89773 -0.93944 2.95066 -0.020 0.033 -0.009
C 5.20032 0.25963 2.84849 0.002 -0.007 -0.007
C 3.82014 0.22806 2.74598 0.013 0.009 -0.003
C 3.11859 -0.97321 2.78007 -0.033 0.059 -0.070
C 1.63374 -0.99131 2.53237 0.071 0.048 0.079
O 0.91733 -1.86150 3.01717 -0.021 0.031 0.011
O 1.24347 -0.02450 1.76937 -0.341 0.122 -0.014
C 3.80337 -4.46978 0.86227 -0.048 0.013 -0.016
C 3.52480 -3.19074 0.11795 -0.059 -0.083 0.021
H 4.49946 -6.68345 -1.65635 0.029 -0.002 -0.005
H 5.18900 -5.05315 -1.64495 -0.021 0.023 -0.004
H 3.45783 -5.26517 -1.80159 -0.001 -0.019 -0.021
H 4.77410 -7.68864 0.38517 -0.018 -0.004 -0.008
H 4.49423 -7.74923 2.84041 -0.018 -0.011 -0.005
H 3.73205 -5.69213 4.03093 0.008 0.013 0.006
H 2.14535 -3.28600 3.03728 -0.014 0.089 -0.017
H 5.75965 -3.07877 3.06494 0.001 0.002 -0.003
H 6.98052 -0.93526 2.99745 0.003 -0.011 0.010
H 5.72779 1.20461 2.81716 0.005 0.000 0.000
H 3.26235 1.14698 2.61557 0.022 -0.048 -0.041
H 4.20921 -2.39824 0.42411 0.015 -0.004 -0.039
H 2.51354 -2.82222 0.31537 -0.023 0.000 0.032
H 3.63731 -3.29875 -0.95671 -0.022 -0.015 0.043
C -2.15137 0.04037 -6.71472 0.020 0.004 -0.004
C -1.55429 -0.18843 -5.32897 0.080 0.021 -0.036
C -0.17973 0.47099 -5.23245 -0.025 -0.024 0.033
C -1.44484 -1.68576 -5.05268 0.002 0.028 0.009
O -2.48001 0.39292 -4.41174 -0.089 -0.097 -0.014
Si -2.32825 0.98973 -2.87938 0.216 0.004 0.088
S -1.04158 -0.28088 -1.84117 -0.030 -0.019 0.146
O -3.85461 1.15887 -2.32136 -0.059 0.123 -0.118
C -5.01504 0.32315 -2.42467 0.021 -0.067 0.025
C -6.01844 0.86543 -1.41779 0.019 -0.001 -0.009
C -4.65214 -1.12067 -2.09376 -0.006 0.015 -0.020
C -5.58247 0.43162 -3.83892 0.044 0.037 0.013
O -1.67264 2.49686 -2.92507 -0.101 0.091 0.107
C -2.10948 3.70642 -3.55281 0.057 -0.035 -0.069
C -3.20168 4.38463 -2.73123 -0.005 -0.114 0.049
C -2.62625 3.43190 -4.96386 -0.006 -0.012 0.012
C -0.86958 4.59135 -3.61049 0.003 0.019 -0.016
H -1.50605 -0.39140 -7.48281 -0.011 -0.001 -0.011
H -2.26060 1.10895 -6.90631 -0.001 -0.016 -0.010
H -3.13699 -0.42442 -6.77998 -0.006 0.003 0.005
H 0.49092 0.04736 -5.98298 0.002 0.004 -0.007
H 0.26002 0.30762 -4.24775 0.013 0.014 -0.009
H -0.25901 1.54648 -5.39973 0.033 -0.023 -0.010
H -0.79640 -2.15997 -5.79298 -0.012 -0.012 -0.010
H -2.43441 -2.14618 -5.09810 0.000 -0.001 -0.011
H -1.02527 -1.85128 -4.06107 -0.009 -0.006 -0.001
H -5.66150 0.72022 -0.40019 0.032 0.018 0.062
H -6.97724 0.35338 -1.52482 0.002 -0.001 0.016
H -6.17000 1.93431 -1.57757 -0.012 -0.009 -0.006
H -4.23757 -1.18777 -1.08711 0.025 0.000 0.015
H -3.91029 -1.50314 -2.79926 -0.017 -0.015 0.006
H -5.54396 -1.74998 -2.14186 0.000 0.000 -0.005
H -5.84329 1.47102 -4.05237 -0.010 -0.001 -0.002
H -6.48363 -0.17883 -3.92997 -0.009 0.005 0.006
H -4.84670 0.10065 -4.57068 -0.014 -0.013 -0.006
H -3.98748 3.67297 -2.48165 -0.028 -0.018 -0.019
H -3.63616 5.21250 -3.29607 0.013 0.016 0.012
H -2.79775 4.78245 -1.80246 0.036 -0.012 0.118
H -3.50572 2.78657 -4.93349 0.000 0.013 -0.017
H -1.86227 2.93710 -5.56476 -0.038 0.038 0.022
H -2.89788 4.37336 -5.44604 0.000 0.012 -0.005
H -0.48847 4.75367 -2.60080 0.003 -0.017 0.002
H -1.10809 5.55939 -4.05762 0.010 0.006 -0.002
H -0.08702 4.10818 -4.19899 -0.010 -0.002 -0.005